A 15-piece molecular cluster, C80H200N15O25 overall in a non-equilibrium geometry, computed with the ωB97M-V functional and the def2-TZVPD basis.

```
320
C80H200N15O25, DFT the ωB97M-V functional and the def2-TZVPD basis
C 7.41546 1.33975 2.58391
C 7.32849 1.06311 4.09244
N 6.92216 2.29759 4.80083
C 5.75906 2.93218 4.09423
C 6.55497 2.07659 6.26585
C 5.29219 1.23680 6.51020
C 8.18557 3.16045 4.86891
C 7.95455 4.60820 5.34677
O 7.29635 5.25754 4.27510
C 7.31277 6.64219 4.44903
H 7.96182 2.31762 2.40652
H 6.46100 1.48080 2.14886
H 7.94468 0.48981 2.06315
H 8.28907 0.79217 4.43994
H 6.61387 0.21187 4.23847
H 5.27922 3.67898 4.66755
H 5.02000 2.19332 3.77242
H 6.09980 3.43790 3.16278
H 6.40033 3.02812 6.74770
H 7.41543 1.61234 6.66025
H 5.29538 0.31735 6.02005
H 4.36217 1.73303 6.30070
H 5.17603 0.99220 7.57924
H 8.69184 3.17271 3.84595
H 8.89444 2.63760 5.54113
H 8.95663 5.07759 5.57797
H 7.33131 4.60234 6.17965
H 8.24999 7.12768 4.22961
H 6.96876 6.89850 5.48336
H 6.58232 7.07983 3.69441
C -6.10648 8.44630 3.72624
C -5.12457 7.87099 2.76208
N -3.66241 8.13174 3.25573
C -2.68276 7.98321 2.11087
C -3.46225 9.48172 3.89683
C -3.77154 10.71271 3.00480
C -3.23348 7.12593 4.30896
C -3.23007 5.67720 3.93391
O -1.98858 5.37762 3.40691
C -1.76198 3.96418 3.32970
H -5.95493 9.51213 3.89699
H -6.04184 7.96655 4.69930
H -7.13816 8.31511 3.41257
H -5.16983 8.49278 1.80247
H -5.22286 6.82595 2.42796
H -2.97875 8.72145 1.38904
H -2.69343 6.97087 1.79948
H -1.68242 7.99956 2.54048
H -2.38774 9.51105 4.09429
H -3.98193 9.42870 4.85974
H -3.89356 11.61454 3.56945
H -4.66337 10.57853 2.45080
H -2.93021 10.94174 2.28822
H -3.87712 7.37223 5.15758
H -2.22134 7.35234 4.67788
H -4.03100 5.38288 3.26822
H -3.37360 5.13128 4.86705
H -0.73298 3.83016 2.97525
H -2.59562 3.50566 2.76718
H -1.69199 3.42699 4.34074
C -1.73857 -4.42589 -7.50459
C -0.38011 -5.02465 -7.11540
N 0.80697 -4.07219 -7.28379
C 2.03869 -4.75903 -6.71511
C 1.09392 -3.53011 -8.75796
C 1.24132 -4.58824 -9.83965
C 0.53246 -2.84788 -6.41484
C 1.68039 -2.06724 -5.94125
O 2.67038 -1.74379 -6.86466
C 2.40215 -0.48481 -7.46412
H -2.06911 -3.78358 -6.71825
H -2.41321 -5.19176 -7.75907
H -1.60297 -3.79734 -8.35200
H -0.17264 -5.96116 -7.74933
H -0.42831 -5.33831 -6.04225
H 2.79128 -4.04642 -6.88576
H 2.18752 -5.62695 -7.33129
H 1.98863 -4.93086 -5.69079
H 1.96153 -2.86599 -8.72405
H 0.25903 -2.83884 -8.83272
H 0.35099 -5.19537 -9.95428
H 2.01342 -5.28499 -9.55500
H 1.34604 -4.22159 -10.87113
H 0.11687 -3.22257 -5.49400
H -0.16511 -2.20806 -6.94233
H 2.18838 -2.60322 -5.15566
H 1.33796 -1.21126 -5.38909
H 2.06487 0.15561 -6.72108
H 1.70774 -0.56355 -8.27464
H 3.37728 -0.16109 -7.90969
C -4.72586 2.43071 8.07015
C -4.40556 1.20233 8.84949
N -5.61893 0.41512 9.54407
C -6.24556 1.30084 10.54411
C -6.59117 0.06531 8.53274
C -5.98683 -0.62448 7.26096
C -4.98897 -0.74541 10.25369
C -5.74822 -1.60269 11.26184
O -6.98429 -2.06087 10.65435
C -8.07657 -2.58566 11.44950
H -3.85614 2.91217 7.59262
H -5.17322 3.21907 8.69729
H -5.34309 2.12124 7.22989
H -3.80011 1.36417 9.77669
H -3.90542 0.48934 8.19973
H -6.66357 2.22516 10.16759
H -5.44842 1.56284 11.25353
H -6.86764 0.72392 11.19714
H -7.15474 0.96579 8.32460
H -7.17800 -0.69660 9.03715
H -5.40647 0.07429 6.71299
H -6.64401 -1.05053 6.56181
H -5.32897 -1.44340 7.58282
H -4.04600 -0.42487 10.70787
H -4.73445 -1.34559 9.38109
H -5.98532 -1.17338 12.27683
H -5.09814 -2.47886 11.55604
H -7.75339 -3.40224 12.04626
H -8.77251 -2.93457 10.76548
H -8.47962 -1.73215 11.98158
C -10.24794 -2.91199 -4.04772
C -10.46812 -1.45252 -4.21053
N -9.40015 -0.70630 -4.98975
C -8.06791 -1.09954 -4.42223
C -9.47251 -1.24715 -6.41606
C -8.48928 -0.58311 -7.30834
C -9.55149 0.79565 -4.82997
C -10.86793 1.45414 -5.36818
O -11.05547 1.17632 -6.73676
C -12.05736 2.01944 -7.43519
H -11.01216 -3.24647 -3.33160
H -9.32359 -3.18938 -3.54406
H -10.39092 -3.42571 -5.01972
H -10.38900 -0.94096 -3.18554
H -11.40154 -1.24169 -4.72624
H -7.40737 -0.31803 -4.64484
H -7.78475 -2.06734 -4.87592
H -8.15775 -1.20576 -3.33709
H -10.42166 -1.23581 -6.90270
H -9.22176 -2.32984 -6.41421
H -7.52634 -0.53754 -6.85141
H -8.77186 0.40395 -7.61476
H -8.37666 -1.25958 -8.13472
H -8.76450 1.14572 -5.52000
H -9.33335 1.07173 -3.80021
H -10.84297 2.55631 -5.20042
H -11.72406 1.10164 -4.79487
H -12.12395 2.96359 -6.93494
H -13.03841 1.55800 -7.31673
H -11.83346 2.10555 -8.49451
C -0.44255 -3.18453 6.61417
C -0.55166 -1.74433 6.22281
N 0.44721 -1.36870 5.16618
C 0.30186 0.09318 4.96525
C 1.86577 -1.58277 5.37699
C 2.42396 -0.89040 6.61750
C 0.05660 -2.02050 3.85916
C 0.77986 -3.15435 3.24304
O 0.87021 -4.36368 4.01813
C 1.13299 -5.54009 3.25808
H -0.53536 -3.94761 5.85118
H -1.14699 -3.33027 7.40834
H 0.52135 -3.29143 7.09488
H -0.28208 -1.12786 7.09451
H -1.55551 -1.41140 5.82317
H 0.55300 0.60333 5.83101
H -0.69617 0.24680 4.64561
H 1.03976 0.33844 4.19104
H 2.34731 -1.18514 4.50863
H 1.86190 -2.65072 5.54532
H 1.94413 -1.12580 7.58141
H 2.65179 0.18157 6.53370
H 3.38635 -1.41527 6.80367
H 0.17377 -1.20045 3.14128
H -0.98521 -2.15347 3.88220
H 1.79878 -2.83264 2.88714
H 0.22993 -3.25932 2.27276
H 1.32082 -6.34728 4.02514
H 2.04186 -5.33355 2.63959
H 0.26628 -5.84922 2.61512
C 5.76545 -5.39764 -2.59150
C 5.66478 -4.22364 -1.65592
N 5.43562 -2.82884 -2.26904
C 4.72385 -2.79785 -3.61846
C 4.74736 -1.88351 -1.27018
C 3.26383 -2.13532 -1.10773
C 6.85707 -2.22135 -2.48791
C 6.83048 -1.02134 -3.39989
O 6.86954 -1.47666 -4.74329
C 6.24749 -0.47901 -5.56781
H 4.93057 -5.57174 -3.28287
H 6.01274 -6.27955 -1.93176
H 6.71766 -5.28833 -3.10321
H 6.58445 -4.04445 -1.07096
H 4.78452 -4.37107 -0.99533
H 5.40235 -3.23251 -4.31954
H 4.48128 -1.81168 -3.88044
H 3.75593 -3.31379 -3.61792
H 4.93378 -0.82704 -1.57803
H 5.33743 -2.06837 -0.37940
H 2.81498 -1.41658 -0.43377
H 3.02169 -3.14970 -0.80327
H 2.76365 -1.95761 -2.04723
H 7.43506 -2.98575 -2.96805
H 7.26647 -1.98144 -1.50900
H 7.74833 -0.39779 -3.17770
H 5.95029 -0.43148 -3.29012
H 5.24650 -0.43433 -5.26271
H 6.30286 -0.68758 -6.60406
H 6.66233 0.53615 -5.42402
C 11.04132 6.97217 -4.19835
C 9.58363 6.81881 -3.81008
N 8.62769 6.68547 -5.02490
C 8.81674 7.96338 -5.79459
C 9.09467 5.59274 -5.91509
C 8.22546 5.28495 -7.16294
C 7.17790 6.54942 -4.62147
C 6.77563 5.25300 -3.99428
O 7.34495 5.15746 -2.70945
C 6.93143 3.93405 -2.05447
H 11.06799 7.87081 -4.87477
H 11.57738 6.14017 -4.58135
H 11.52503 7.31150 -3.27607
H 9.19907 7.70275 -3.30483
H 9.32094 5.96050 -3.19337
H 9.81609 7.93274 -6.24565
H 8.76878 8.82862 -5.08616
H 8.00251 8.05281 -6.52410
H 9.31419 4.75504 -5.30093
H 10.06377 6.03838 -6.18008
H 8.17313 6.17728 -7.88578
H 7.25229 4.90254 -6.80602
H 8.88319 4.50213 -7.57532
H 6.55101 6.77876 -5.49306
H 6.93986 7.37342 -3.94191
H 7.07644 4.45574 -4.61960
H 5.69638 5.28529 -3.93302
H 7.40101 3.09663 -2.57446
H 5.83492 3.86904 -1.91703
H 7.34188 4.09311 -1.09094
C -0.29705 0.83498 -3.73959
C -1.23914 0.48155 -2.55973
N -0.59679 -0.14942 -1.37587
C -0.49192 -1.57501 -1.79023
C 0.72763 0.38834 -0.89149
C 0.74175 1.78876 -0.41388
C -1.68173 0.00690 -0.24465
C -1.35398 -0.82494 1.04732
O -1.74192 -2.10135 1.22054
C -3.12232 -2.41982 0.94515
H 0.29870 -0.03435 -4.05118
H 0.52399 1.61099 -3.56317
H -0.99781 1.13125 -4.55453
H -1.94289 -0.26702 -2.81421
H -1.78047 1.33024 -2.24437
H -1.50086 -1.94790 -1.94671
H 0.05328 -2.12549 -1.08096
H 0.00189 -1.52661 -2.79109
H 1.35685 0.38650 -1.75836
H 1.17510 -0.26775 -0.12530
H 0.10708 2.43315 -1.00803
H 1.75082 2.13546 -0.46417
H 0.41001 1.80534 0.60262
H -2.64564 -0.27238 -0.72335
H -1.68744 1.07780 0.13464
H -1.75451 -0.14982 1.86830
H -0.29501 -0.85301 1.07739
H -3.74601 -1.64447 1.36492
H -3.27859 -3.37787 1.41298
H -3.33671 -2.56330 -0.14862
C -2.69976 -5.98669 -3.52472
C -2.64187 -5.68648 -2.02588
N -2.84983 -6.88047 -1.11474
C -3.17364 -6.23457 0.23954
C -4.08233 -7.69709 -1.55592
C -4.69311 -8.67679 -0.51663
C -1.62725 -7.85335 -1.13221
C -0.71764 -7.58699 0.10129
O -0.24193 -6.25949 0.14706
C 1.14387 -5.96197 -0.36337
H -2.49405 -5.06173 -4.00689
H -3.67883 -6.19115 -3.91350
H -1.93279 -6.64607 -3.82895
H -3.38200 -4.94163 -1.73827
H -1.60729 -5.35837 -1.76579
H -4.07348 -5.60333 0.12580
H -2.32283 -5.59712 0.57883
H -3.33000 -6.91371 1.04751
H -3.75911 -8.19670 -2.52968
H -4.85823 -6.98608 -1.85062
H -4.87144 -8.21844 0.47045
H -4.08407 -9.58109 -0.40104
H -5.60515 -9.07935 -0.88462
H -1.00119 -7.56621 -2.00474
H -2.02575 -8.86448 -1.25889
H 0.15735 -8.29213 0.12162
H -1.26676 -7.80179 1.01874
H 0.99633 -5.15367 -1.00974
H 1.53210 -6.75576 -0.96566
H 1.74290 -5.70774 0.49117
N -3.20422 0.43023 5.08825
O -2.90039 0.58175 6.29075
O -3.77937 1.35013 4.52580
O -2.93015 -0.67733 4.57539
N 3.79258 1.11861 -2.96062
O 4.97978 1.29043 -2.63615
O 3.44192 0.00284 -3.29870
O 3.02236 2.07773 -2.87170
N 3.27644 -0.02627 2.49361
O 2.11909 -0.50246 2.07765
O 3.22070 0.57816 3.60345
O 4.36404 -0.15786 1.91211
N 1.11049 -5.38493 -3.58174
O 0.38134 -4.38537 -3.73879
O 0.70906 -6.55308 -3.43924
O 2.32711 -5.14066 -3.61643
N -4.57894 -2.47188 -2.31783
O -5.32587 -2.24254 -3.26471
O -3.61367 -1.63573 -2.18511
O -4.80573 -3.36513 -1.50109
```

Results
* E_tot: -159672.8285 eV
* E_LUMO: -6.3 eV
* E_HOMO: -0.5565 Eh
* net charge: +5
* 2S+1: 1

Atom charges from the Mulliken analysis, given in e for atoms 1 to 8:
1. C -1.038
2. C -0.154
3. N 0.686
4. C -1.293
5. C -0.581
6. C -1.487
7. C -0.766
8. C -0.684